Entry 1:
{
  "formula": "C13H17NO4S",
  "method": "ωB97M-V with the def2-TZVPD basis set",
  "species": ["C", "H", "H", "H", "S", "C", "C", "H", "H", "C", "N", "C", "O", "O", "C", "C", "C", "C", "C", "C", "C", "H", "H", "H", "H", "H", "H", "H", "H", "C", "O", "O", "H", "H", "H", "H"],
  "xyz": [[5.76470, 2.24377, 0.78575], [5.38005, 2.60125, 1.59657], [6.55061, 3.08605, 0.28395], [6.30883, 1.29082, 0.87959], [4.49306, 1.76095, -0.73282], [3.44273, 0.57559, 0.35332], [2.30857, 0.00895, -0.43696], [1.68140, 0.96390, -0.96327], [2.78100, -0.19375, -1.63556], [1.63666, -1.04816, 0.05181], [0.31789, -1.05548, -0.63844], [-0.92481, -1.22496, -0.12345], [-0.98032, -1.22709, 1.02330], [-1.75731, -1.63615, -0.84642], [-3.11564, -1.73650, -0.48826], [-3.72247, -0.35891, -0.05916], [-3.30164, 0.50379, -1.05061], [-3.87303, 1.89310, -0.86477], [-4.55606, 2.35082, 0.06159], [-5.00925, 1.30335, 1.15945], [-4.52066, -0.02731, 0.80005], [-4.83238, -0.69328, 1.76913], [-5.62429, 1.59893, 1.93847], [-5.11348, 3.29352, 0.42203], [-3.58289, 2.88434, -1.90436], [-2.60956, 0.45360, -1.94798], [-3.10893, -2.43591, 0.59549], [-3.65556, -2.11549, -1.12883], [0.35490, -1.65513, -1.48314], [2.51018, -2.28129, 0.23215], [3.44819, -2.23138, 0.82346], [2.05471, -3.23990, -0.79346], [2.70080, -3.94578, -0.56186], [1.28661, -0.83067, 1.05419], [3.04249, 1.05568, 1.20091], [4.22489, 0.06872, 0.62809]],
  "forces_ev_per_a": [[3.84, -1.10, -8.67], [-2.80, 2.01, 4.66], [-2.30, -2.44, 1.40], [-0.14, 0.63, 0.36], [0.28, 0.68, 2.93], [-2.07, 3.95, -2.84], [4.89, 7.53, -8.69], [1.03, -2.58, 2.47], [-0.92, -0.28, 3.16], [-6.60, -3.33, 3.41], [1.87, -1.95, -4.89], [8.78, 0.90, 3.53], [-1.93, 1.29, 8.76], [-8.00, -2.91, -9.38], [4.28, 2.11, 12.98], [9.18, -4.15, -11.21], [-1.47, 5.86, -0.28], [6.81, -0.91, -10.51], [-7.83, 0.64, 11.32], [4.29, -0.67, -7.13], [-9.89, 3.84, 14.55], [0.89, 0.62, -2.83], [-0.96, 0.06, 1.43], [1.67, -0.85, -1.86], [-0.67, -3.30, 3.12], [-1.05, -0.73, 1.55], [-0.24, 1.64, -3.24], [-4.69, -4.09, -6.91], [0.36, 1.00, 0.26], [-8.92, 0.82, -8.03], [7.23, -1.47, 4.79], [2.39, 0.12, 3.19], [-0.64, -0.15, -0.93], [0.19, 0.19, 0.83], [-0.38, 1.06, 1.07], [3.52, -4.05, 1.64]],
  "orbital_gap_ev": 8.950,
  "multiplicity": 1,
  "lumo_ev": 0.3
}

---

Entry 2:
{
  "formula": "C17H34CuO2P2",
  "method": "ωB97M-V with the def2-TZVPD basis set",
  "species": ["P", "P", "C", "C", "H", "H", "H", "H", "C", "H", "H", "H", "C", "H", "H", "H", "C", "H", "H", "H", "C", "H", "H", "H", "Cu", "C", "C", "C", "C", "C", "C", "C", "C", "C", "H", "H", "H", "H", "H", "H", "H", "H", "H", "H", "H", "H", "H", "H", "H", "C", "O", "C", "O", "H", "H", "H"],
  "xyz": [[0.00700, -0.94708, -4.90376], [1.16280, 2.57268, -3.93083], [0.45086, 0.59669, -5.87586], [1.53834, 1.57628, -5.43287], [-0.49013, 1.11917, -6.06084], [0.77716, 0.15720, -6.82238], [2.51148, 1.09938, -5.24505], [1.73580, 2.32111, -6.22177], [-0.59600, 2.95651, -4.08874], [-0.99512, 3.42603, -3.18186], [-1.21064, 2.04644, -4.25968], [-0.79901, 3.67227, -4.92453], [2.11549, 4.10531, -4.30105], [1.53819, 4.79873, -4.90112], [2.98751, 3.81752, -4.91254], [2.42511, 4.58041, -3.37455], [-0.73495, -1.94930, -6.30559], [-1.09060, -2.92574, -5.95441], [0.04932, -2.11484, -7.05324], [-1.57695, -1.43969, -6.78644], [1.69210, -1.69885, -5.15117], [2.40278, -1.24693, -4.44131], [1.97084, -1.50400, -6.19280], [1.68399, -2.78949, -5.01026], [2.33033, 2.04721, -2.45698], [-2.18721, -0.00379, -3.08296], [-2.27980, -0.52912, -4.37104], [-3.28899, -1.63364, -4.52548], [-2.94436, -2.75719, -3.51587], [-1.54129, -3.14932, -3.50566], [-0.41897, -2.29895, -3.36892], [-0.25594, -1.32323, -2.15665], [-1.54999, -0.56523, -1.86357], [2.84317, 0.58362, -1.37725], [-2.58011, 1.00702, -2.94520], [-2.26838, 0.17504, -5.21504], [-3.36527, -2.06215, -5.53414], [-4.29752, -1.25620, -4.27189], [-3.36274, -2.46208, -2.53512], [-3.47716, -3.67227, -3.78166], [-1.32229, -4.22074, -3.50132], [0.50736, -2.88608, -3.40878], [0.54356, -0.55837, -2.26458], [0.01114, -1.89203, -1.26016], [-2.16814, -1.14742, -1.15118], [-1.29556, 0.34580, -1.29596], [3.58919, 1.03292, -0.71873], [3.25096, -0.15376, -2.05482], [1.96733, 0.24341, -0.82511], [0.17156, 2.86554, 1.13244], [0.79412, 2.20028, 0.01077], [1.59217, 2.89675, -0.80037], [1.92004, 4.05031, -0.61601], [0.94496, 3.20319, 1.83142], [-0.44317, 2.08870, 1.58579], [-0.45515, 3.70638, 0.82325]],
  "forces_ev_per_a": [[1.38, -1.79, -2.22], [-1.56, 1.13, -3.68], [-0.14, 0.02, -0.60], [-0.11, 0.36, -0.19], [0.13, 0.12, -0.14], [-0.12, 0.21, -0.15], [-0.35, -0.10, -0.04], [-0.25, -0.38, -0.11], [-1.08, 0.57, -0.49], [0.26, -0.11, -0.05], [0.61, 0.51, 0.17], [0.28, -0.57, 0.47], [-0.12, -0.06, -0.68], [-0.17, 0.31, -0.12], [-0.18, 0.09, 0.43], [0.07, 0.15, 0.00], [0.09, 0.53, -0.33], [0.18, 0.36, 0.14], [-0.21, 0.05, 0.04], [0.18, 0.00, 0.03], [0.35, 0.08, 0.03], [-0.02, -0.21, -0.32], [0.39, 0.05, 0.25], [-0.05, 0.44, 0.00], [0.67, -1.45, 3.61], [-0.68, 0.46, -1.21], [-1.91, 2.08, 1.50], [0.73, -1.97, 0.00], [-1.69, -0.32, 0.36], [2.50, 0.71, 0.44], [-0.04, -1.52, 3.21], [-0.52, 0.25, -0.46], [-0.49, 0.19, 1.23], [0.83, 0.05, 0.82], [1.11, 0.35, -0.32], [-0.75, 0.34, 0.38], [0.24, 0.17, 0.17], [0.54, 0.16, -0.24], [0.26, -0.10, -0.14], [-0.43, 0.17, -0.05], [0.02, 0.33, -0.82], [-0.33, 0.06, -0.01], [-0.18, -0.61, -0.53], [-0.04, -0.10, -0.20], [-0.15, 0.08, -0.57], [0.07, -0.38, 0.13], [0.15, -0.69, 0.24], [0.23, -0.43, -0.01], [0.28, -0.08, -0.05], [0.35, -0.11, 0.06], [-0.49, -0.09, 0.02], [0.49, 0.82, -0.08], [-0.35, -0.22, 0.21], [-0.24, 0.02, -0.13], [0.05, 0.16, 0.06], [0.21, -0.09, -0.09]],
  "s_squared": 0.76,
  "orbital_gap_ev": [5.993, 5.478],
  "multiplicity": 2,
  "lumo_ev": [0.1, -0.4]
}

---

Entry 3:
{
  "formula": "Cl2H3NSi",
  "method": "ωB97M-V with the def2-TZVPD basis set",
  "species": ["N", "Si", "Cl", "Cl", "H", "H", "H"],
  "xyz": [[0.31043, 0.16853, 0.86117], [-1.91090, 0.15272, -0.44902], [-2.06239, -1.81779, -0.23907], [-3.21135, 1.22563, 0.67578], [0.05628, 1.07300, 1.15849], [-0.05877, -0.58302, 1.46346], [-1.40716, 1.00505, -1.56773]],
  "forces_ev_per_a": [[1.89, -2.13, -0.35], [-0.14, 1.81, -0.78], [-0.20, -0.88, -0.32], [-0.64, 0.09, 0.15], [-0.55, 1.21, 1.10], [0.15, 0.79, 0.24], [-0.51, -0.89, -0.05]],
  "s_squared": 2.01,
  "orbital_gap_ev": [6.173, 9.008],
  "multiplicity": 3,
  "lumo_ev": [0.4, -2.2]
}

---

Entry 4:
{
  "formula": "C5H14",
  "method": "ωB97M-V with the def2-TZVPD basis set",
  "species": ["C", "C", "C", "H", "H", "H", "H", "H", "H", "H", "H", "C", "C", "H", "H", "H", "H", "H", "H"],
  "xyz": [[0.41018, -0.01817, 1.50652], [1.15041, 1.27009, 1.11500], [-1.08940, 0.23226, 2.16875], [1.00623, -0.77189, 2.16526], [0.02632, -0.68711, 0.60347], [0.96889, 1.76588, 0.18976], [0.90230, 1.99217, 1.79045], [-1.57423, 1.07593, 1.49798], [-1.00303, 0.60633, 3.23389], [2.22540, 1.31441, 1.09765], [-1.62078, -0.69203, 2.34830], [0.12182, -0.15012, -2.69430], [-0.49764, -1.33353, -1.93462], [0.21154, -0.43523, -3.69027], [-0.54615, 0.69106, -2.73097], [1.08583, 0.15874, -2.37948], [-0.22382, -1.46938, -0.88926], [-1.59474, -1.29380, -1.65663], [-0.43597, -2.25827, -2.54814]],
  "forces_ev_per_a": [[0.83, 0.44, 2.32], [0.73, -2.97, -1.21], [0.21, 1.75, -1.74], [-0.75, 1.40, -1.38], [-0.32, 0.31, 0.03], [-1.25, -0.01, -1.15], [-1.15, 2.21, 2.36], [0.50, -2.15, 1.51], [1.00, 0.02, -0.87], [0.61, -1.06, 0.50], [-0.46, -0.13, -0.77], [-1.74, -0.59, 1.30], [-1.67, -0.09, -1.56], [0.40, -0.65, -1.83], [-0.22, 0.61, 0.43], [0.98, 0.25, 0.58], [1.14, -0.24, 1.20], [0.66, 0.58, -0.72], [0.49, 0.33, 1.00]],
  "s_squared": 0.75,
  "orbital_gap_ev": [13.078, 4.863],
  "charge": 1,
  "multiplicity": 2,
  "lumo_ev": [-2.9, -10.6]
}

---

Entry 5:
{
  "formula": "C11H24F6O2P2Ti",
  "method": "ωB97M-V with the def2-TZVPD basis set",
  "species": ["Ti", "H", "H", "P", "P", "C", "H", "H", "H", "C", "H", "H", "H", "C", "H", "H", "H", "C", "H", "H", "H", "C", "H", "H", "H", "C", "H", "H", "H", "C", "O", "H", "C", "C", "O", "C", "F", "F", "F", "C", "F", "F", "F", "H", "H", "H"],
  "xyz": [[-0.02173, -0.02563, -0.44993], [0.07679, 1.84096, 0.25574], [0.82654, 1.56179, 0.12644], [-1.24579, 1.58145, -1.89410], [2.16560, -1.20179, -0.74347], [1.81716, -2.96215, -0.28805], [2.78766, -3.48159, -0.19550], [1.27936, -3.03462, 0.67225], [1.21250, -3.44828, -1.06492], [3.35331, -1.38028, -2.10228], [3.74025, -0.38470, -2.35845], [4.19515, -2.03094, -1.81619], [2.85378, -1.80289, -2.98432], [3.27386, -0.86709, 0.67727], [2.73167, -1.01175, 1.62438], [4.13041, -1.56178, 0.63764], [3.63790, 0.16541, 0.61720], [-0.80740, 1.94882, -3.62859], [-1.50531, 2.70538, -4.01967], [0.22192, 2.32627, -3.69117], [-0.87699, 1.03759, -4.23703], [-3.02009, 1.19869, -2.05162], [-3.46846, 1.09810, -1.05594], [-3.50151, 2.01909, -2.60092], [-3.16253, 0.25403, -2.58711], [-1.34811, 3.26531, -1.18251], [-0.35410, 3.72703, -1.17376], [-2.02838, 3.88096, -1.78624], [-1.71505, 3.23251, -0.14810], [-1.48607, -1.44840, -1.04692], [-2.31406, -2.26422, -1.07027], [1.21682, 0.26819, -1.57509], [-1.34294, -1.73718, 2.92825], [-0.77323, -0.36547, 2.62811], [-0.17700, -0.38023, 1.34402], [-1.94938, 0.65255, 2.57946], [-2.78625, 0.49080, 3.63218], [-1.59429, 1.95699, 2.48524], [-2.70278, 0.41711, 1.43846], [0.44002, -0.06048, 3.58143], [0.14151, 0.21055, 4.87469], [1.25710, -1.16344, 3.58559], [1.22342, 0.94884, 3.12275], [-2.10844, -1.96924, 2.16484], [-1.76031, -1.72605, 3.94300], [-0.53252, -2.48021, 2.83322]],
  "forces_ev_per_a": [[0.85, -1.10, 0.71], [1.49, -0.44, -0.09], [-0.55, 1.25, 0.27], [-0.73, 0.97, -0.91], [-0.29, -2.06, 1.82], [0.25, -0.27, -0.30], [-0.46, 0.00, -0.04], [0.22, 0.23, -0.38], [0.18, 0.02, 0.18], [-0.19, 0.35, -0.49], [-0.05, -0.27, -0.04], [-0.44, 0.23, 0.05], [0.17, 0.14, 0.17], [0.03, 0.55, 0.03], [0.15, 0.12, -0.41], [-0.34, 0.30, -0.05], [0.06, -0.19, 0.20], [0.14, -0.04, -0.10], [0.24, -0.26, 0.07], [-0.29, -0.10, 0.04], [0.01, 0.23, 0.14], [-0.12, -0.08, 0.05], [0.03, 0.07, -0.20], [-0.02, -0.31, 0.15], [-0.05, 0.20, 0.00], [0.16, 0.11, 0.14], [-0.18, -0.03, -0.04], [0.19, -0.16, 0.16], [0.01, -0.02, -0.23], [-3.04, -3.89, -0.16], [2.84, 3.09, -0.07], [0.01, 1.52, -0.85], [0.01, -0.34, -0.06], [1.04, 0.03, -1.10], [-0.88, -0.01, 0.90], [-0.94, 0.40, 0.01], [0.87, 0.39, -0.86], [0.08, -0.97, 0.30], [0.71, -0.01, 0.95], [0.93, 0.11, 0.65], [-0.21, -0.25, -1.27], [-0.78, 0.74, 0.01], [-0.87, -0.41, 0.21], [0.21, 0.12, 0.58], [0.00, -0.34, -0.34], [-0.46, 0.36, 0.20]],
  "s_squared": 0.76,
  "orbital_gap_ev": [7.246, 7.264],
  "charge": 1,
  "multiplicity": 2,
  "lumo_ev": [-4.1, -4.2]
}

---

Here are the calculated total energy numbers, same order: -34260.5412, -85483.5392, -34458.6717, -5399.6532, -73883.0392 (eV).
Here are the calculated energy relative to the best compared isomer or geometry (same formula, charge and spin) numbers, same order: 301.4, 94.0, 23.8, 33.5, 0.0 (kcal/mol).
Here are the calculated max |F| numbers, same order: 18.01, 4.15, 2.87, 3.43, 4.94 (eV Å⁻¹).